(1)
# C20H49N3O5

A 3-piece molecular cluster, C20H49N3O5 overall (ωB97M-V/def2-TZVPD, OMol25).

Geometry as XYZ:
```
77
C20H49N3O5 ωB97M-V/def2-TZVPD
O 3.056 -4.449 -0.076
O -0.336 0.648 -3.255
O -1.105 2.149 1.149
O -2.602 1.185 -7.137
O 1.750 -0.496 1.695
N 2.229 -1.778 -1.160
N -0.698 -0.951 -5.768
N -2.804 0.537 3.004
C 2.011 -1.840 2.064
C 3.581 -3.837 -1.251
C -1.408 0.633 -7.668
C -1.665 1.424 3.383
C -1.324 -0.069 -2.534
C 3.585 -2.319 -1.126
C -2.475 1.758 -5.846
C 0.279 0.309 4.788
C -1.219 2.168 5.837
C -1.081 -0.779 -7.169
C -0.645 1.304 2.209
C -2.669 2.951 7.854
C -1.120 0.980 4.798
C 1.776 -5.029 -0.253
C -2.202 1.755 6.983
C 2.124 -0.375 -0.754
C 2.577 0.009 0.658
C 0.497 -0.211 -5.373
C 0.657 -0.178 -3.858
C -0.479 3.422 1.174
H 1.621 0.282 -3.627
H -2.099 2.442 3.391
H 3.052 -4.163 -2.151
H -0.572 1.330 -7.546
H -1.250 4.212 1.061
H -3.462 2.630 8.556
H -2.024 -0.572 -3.209
H 0.463 0.828 -5.719
H -1.501 2.228 -5.694
H -2.668 1.011 -5.074
H 4.618 -4.174 -1.338
H -3.095 1.271 6.545
H -1.473 -0.658 -5.190
H -1.841 3.399 8.432
H -0.290 -1.199 -7.799
H -1.830 0.214 5.170
H 0.305 -0.680 4.306
H 1.407 -2.526 1.468
H 0.388 1.584 2.461
H -0.205 2.303 6.259
H -3.561 0.699 3.663
H 4.097 -2.071 -0.190
H -1.969 -1.396 -7.327
H 2.500 1.098 0.728
H 0.590 0.155 5.843
H 1.377 -0.690 -5.814
H 1.702 -1.965 3.104
H 1.639 -2.328 -0.552
H 0.665 -1.185 -3.433
H 1.571 -5.651 0.618
H 1.743 -5.658 -1.146
H 3.071 -2.094 1.991
H -1.670 0.979 7.567
H -3.245 2.526 -5.747
H 3.629 -0.229 0.850
H 0.995 -4.264 -0.313
H 1.069 -0.104 -0.845
H -2.511 -0.422 3.178
H -1.526 3.113 5.353
H 4.161 -1.894 -1.954
H -0.872 -0.804 -1.862
H 0.069 3.636 2.108
H 0.187 3.486 0.291
H -1.579 0.557 -8.746
H -0.684 0.263 1.850
H -3.118 3.714 7.189
H 1.052 0.961 4.342
H -1.887 0.648 -1.937
H 2.670 0.239 -1.478
```

The SMILES is CCC[C@H](C)[C@H](N)COC.COCCNCCOC.COCCNCCOC.


(2)
# C20H49O14V

C20H49O14V as an isolated structure (ωB97M-V/def2-TZVPD, OMol25).

Geometry as XYZ:
```
84
C20H49O14V ωB97M-V/def2-TZVPD
V -1.802 0.611 -0.411
O -5.753 2.572 1.616
O -6.449 1.259 0.144
O 5.983 8.205 3.982
O -3.649 -2.866 4.764
O -7.680 1.716 1.937
O -1.117 -0.187 -1.659
O -1.144 2.498 7.297
O -8.128 -3.720 -3.197
O -1.819 4.708 -3.781
O -2.564 -3.093 2.940
O -0.637 1.293 0.393
O -1.994 -4.360 4.633
O 0.069 -8.501 -6.831
O 6.274 -3.863 -0.340
C -6.699 1.889 1.190
C -0.077 2.331 8.217
C -7.476 -5.396 -4.643
C -0.929 7.005 -4.027
C -0.627 5.190 -5.767
C -7.251 -5.565 -2.120
C -0.738 5.456 -4.273
C -0.833 -6.272 -7.324
C 6.438 -2.448 -0.156
C 5.103 -1.829 -0.539
C 0.187 3.742 8.831
C 1.128 1.738 7.498
C 0.357 -6.842 -5.188
C 6.676 6.045 4.686
C -7.168 -4.744 -3.356
C -2.739 -3.427 4.144
C 5.838 6.825 3.689
C 6.773 -2.225 1.324
C -0.612 -7.366 -6.283
C 4.322 6.549 3.874
H -0.732 3.071 6.645
H 7.714 6.378 4.679
H 6.901 8.418 4.167
H 1.578 2.411 6.768
H -6.387 -6.226 -2.053
H -1.240 -5.341 -6.926
H 4.329 -2.132 0.166
H -1.492 5.444 -6.379
H 0.727 0.941 6.872
H 0.156 5.766 -6.260
H -1.900 7.284 -4.435
H -0.143 7.619 -4.468
H -2.651 5.023 -4.142
H -7.439 -4.680 -5.464
H -0.415 1.682 9.025
H 0.988 3.712 9.570
H -1.043 7.314 -2.988
H 7.654 -2.827 1.549
H 0.397 -7.633 -4.440
H -0.013 -5.952 -4.678
H 7.236 -1.967 -0.722
H -1.588 -7.653 -5.894
H 5.104 -0.753 -0.708
H -8.410 -5.928 -4.461
H 0.076 -5.903 -7.798
H -7.157 -4.865 -1.290
H 4.071 5.556 3.501
H 6.576 4.966 4.570
H 1.882 1.268 8.128
H 3.711 7.189 3.237
H 4.812 -2.215 -1.516
H -1.375 -4.532 3.920
H 6.170 6.715 2.656
H 7.164 -4.210 -0.248
H -7.706 -3.196 -2.512
H -6.184 -4.275 -3.374
H 1.376 -6.656 -5.527
H 6.967 -1.191 1.609
H 0.134 5.139 -3.701
H 6.050 -2.656 2.017
H 0.319 4.513 8.072
H -8.178 -6.126 -2.002
H -1.362 -6.599 -8.219
H -0.662 4.156 9.374
H -6.689 -6.115 -4.873
H 6.358 6.214 5.715
H 3.915 6.814 4.849
H -0.538 -9.052 -7.331
H -0.327 4.158 -5.947
```

Its energy relative to the best compared isomer or geometry (same formula, charge and spin) is 11.460 eV. Its charge is -2.


(3)
# C20H50BaNO9

C20H50BaNO9 as an isolated structure (ωB97M-V/def2-TZVPD, OMol25).

Geometry as XYZ:
```
81
C20H50BaNO9 ωB97M-V/def2-TZVPD
Ba 14.275 -7.425 22.287
O 15.234 -12.407 18.659
O 11.995 -9.455 18.567
O 11.491 -6.003 18.804
O 15.907 -11.358 16.105
O 15.919 -9.416 21.231
O 12.617 -8.322 20.327
O 15.733 -6.490 20.005
O 14.084 -9.490 24.126
O 13.229 -10.373 20.085
N 15.287 -11.354 14.876
C 17.256 -9.885 21.516
C 13.429 -10.608 23.534
C 14.746 -13.779 14.791
C 13.317 -11.713 12.568
C 16.892 -12.892 13.914
C 16.176 -13.084 19.537
C 13.076 -11.617 24.715
C 15.570 -6.576 18.610
C 13.482 -10.400 13.285
C 12.639 -9.378 19.658
C 11.601 -7.019 16.544
C 12.867 -11.178 15.722
C 11.863 -5.806 17.430
C 15.446 -12.568 14.025
C 14.761 -12.377 12.617
C 16.074 -8.015 18.302
C 13.986 -10.576 14.756
C 17.060 -14.017 18.692
C 18.058 -8.713 21.769
C 14.332 -9.165 15.246
H 12.578 -12.383 13.009
H 15.699 -13.618 20.358
H 12.927 -11.600 11.557
H 12.528 -9.874 13.242
H 15.378 -8.784 18.638
H 12.462 -10.346 23.104
H 14.745 -9.741 24.775
H 16.101 -5.733 18.168
H 17.102 -8.066 18.661
H 12.233 -11.307 25.333
H 15.156 -13.926 15.790
H 14.137 -11.019 22.814
H 14.531 -9.196 16.317
H 12.132 -7.898 16.909
H 17.443 -12.039 13.520
H 14.799 -13.276 12.002
H 16.449 -14.829 18.299
H 17.263 -10.641 22.301
H 13.351 -11.576 16.614
H 17.736 -14.497 19.400
H 17.252 -13.183 14.900
H 13.917 -11.720 25.402
H 15.372 -11.649 12.083
H 16.831 -12.347 20.003
H 16.095 -8.155 17.222
H 16.525 -5.959 20.109
H 11.896 -6.926 15.499
H 12.137 -10.403 18.621
H 17.746 -10.274 20.623
H 14.505 -6.360 18.522
H 12.150 -10.387 15.944
H 16.862 -13.775 13.274
H 14.827 -14.720 14.248
H 12.383 -12.055 15.291
H 17.630 -13.477 17.936
H 13.670 -13.665 14.919
H 17.620 -8.019 22.487
H 12.930 -5.582 17.453
H 15.594 -12.093 16.637
H 13.570 -8.446 14.947
H 14.628 -11.940 19.239
H 14.204 -9.874 12.661
H 15.197 -8.773 14.710
H 11.305 -4.950 17.049
H 15.394 -9.971 20.649
H 18.403 -8.144 20.906
H 10.547 -7.294 16.522
H 19.070 -9.004 22.050
H 11.694 -6.916 19.022
H 12.847 -12.660 24.498
```

Its energy relative to the best compared isomer or geometry (same formula, charge and spin) is 1.727 eV. Its charge is +1.


Frontier orbital gap readings, ordered: 9.25; 2.78; 5.46 eV
Maximum force readings, ordered: 1.28; 7.06; 4.97 eV/A